Record 1
A 2-piece molecular cluster, C11H14O3S overall in a non-equilibrium geometry. Source: OMol25; level of theory: ωB97M-V with the def2-TZVPD basis set.

Output
- charge = 0
- ΔE to the lowest compared entry with this formula, charge and spin (kcal per mole) = 41.8
- E_tot (Eh) = -1051.31479
- E_LUMO (alpha / beta) (eV) = -0.916 / -0.917
- HOMO energy (alpha / beta) (eV) = -8.06 / -8.06
- frontier orbital gap (alpha / beta) (eV) = 7.14 / 7.14

Cartesian coordinates (Å):
S -0.123 -0.415 1.984
O 1.736 1.958 -3.024
O -2.780 -0.143 0.337
O -1.459 -1.487 -0.989
C 1.435 -0.441 2.979
C 0.014 1.763 0.147
C -0.790 2.556 1.126
C 1.366 -1.879 -0.204
C 0.968 -0.516 -0.504
C 0.569 2.340 -0.916
C 0.218 0.339 0.390
C -1.781 -0.580 -0.148
C 1.268 1.506 -1.935
C 1.429 0.072 -1.628
C -2.582 -2.006 -1.712
H 1.875 -2.336 -0.981
H 0.635 -2.568 -0.047
H 1.899 -0.488 -2.400
H -1.068 3.640 0.785
H -0.287 2.684 2.073
H -3.464 -1.312 -1.664
H -2.283 -1.985 -2.770
H 0.568 3.410 -1.195
H 1.336 -0.490 4.033
H -2.843 -2.870 -1.232
H 1.981 -1.388 2.649
H -1.804 2.082 1.466
H 2.027 -1.985 0.742
H 1.940 0.539 2.636

Record 2
One molecule with the formula C11H14O3Se in a non-equilibrium geometry. Source: OMol25; level of theory: ωB97M-V with the def2-TZVPD basis set.

Output
- charge = 0
- SMILES = CCOC(=O)O/C(C)=C1\[Se][C@H]2C=C[C@@H]1C2
- ΔE to the lowest compared entry with this formula, charge and spin (kcal per mole) = 0.0
- E_tot (Eh) = -3054.60360
- E_LUMO (eV) = 0.693
- HOMO energy (eV) = -7.84
- frontier orbital gap (eV) = 8.53

Cartesian coordinates (Å):
Se -0.477 -1.632 1.565
O 0.977 0.742 1.542
O 2.203 0.442 -0.312
O 3.200 0.715 1.690
C -0.306 2.355 0.277
C -3.482 -0.282 0.956
C 2.225 0.630 0.997
C -2.418 -1.656 -0.522
C -2.403 -0.260 -0.051
C -1.015 -0.032 0.662
C 3.644 0.353 -2.280
C -0.119 0.928 0.732
C -3.416 -1.475 1.563
C -2.380 -2.274 0.863
C 3.625 0.211 -0.842
H -1.670 -1.949 -1.129
H -2.523 0.556 -0.820
H 4.740 0.471 -2.576
H -0.504 3.061 1.141
H 3.956 -0.816 -0.311
H 4.254 0.936 -0.314
H 0.504 2.665 -0.329
H 3.213 1.126 -2.815
H -4.019 0.504 1.379
H -3.367 -1.981 -1.119
H -1.141 2.496 -0.345
H -2.503 -3.387 1.035
H 3.339 -0.485 -2.843
H -4.136 -1.963 2.208

Record 3
One molecule with the formula C11H14OSi in a non-equilibrium geometry. Source: OMol25; level of theory: ωB97M-V with the def2-TZVPD basis set.

Output
- charge = 0
- E_tot (Eh) = -792.04670
- <S²> = 2.009
- E_LUMO (alpha / beta) (eV) = 0.712 / -1.235
- 2S+1 = 3
- HOMO energy (alpha / beta) (eV) = -5.04 / -9.20
- frontier orbital gap (alpha / beta) (eV) = 5.75 / 7.96

Cartesian coordinates (Å):
Si -0.198 -0.036 0.425
O -4.390 -2.245 -0.796
C 2.436 3.270 0.109
C 2.578 0.622 0.849
C -2.096 -2.575 -1.799
C -2.211 -0.996 -1.515
C 1.380 2.399 -0.027
C 3.660 1.439 1.072
C 3.553 2.774 0.750
C -1.000 -0.271 -1.172
C -0.331 -0.768 2.137
C -2.933 -2.150 -0.682
C 1.378 1.097 0.356
H 2.608 -0.363 1.340
H -2.654 -2.943 -2.671
H 4.495 1.044 1.632
H -4.725 -2.576 -1.601
H -2.838 -0.519 -2.200
H -2.780 -2.510 0.360
H 0.535 2.685 -0.641
H 2.570 4.209 -0.496
H -1.223 -3.202 -1.812
H 0.029 0.134 2.647
H 4.399 3.507 0.756
H -0.947 0.485 -1.928
H 0.055 -1.772 2.323
H -1.349 -0.740 2.586